# 1
{
  "formula": "C7H15NO4PS",
  "method": "ωB97M-V/def2-TZVPD",
  "e_lumo_ev": 3.32,
  "total_charge": -1,
  "homo_lumo_gap_ev": 6.010,
  "e_above_lowest_kcal_mol": 96.8,
  "species": ["C", "C", "C", "C", "C", "C", "C", "N", "O", "O", "O", "O", "P", "S", "H", "H", "H", "H", "H", "H", "H", "H", "H", "H", "H", "H", "H", "H", "H"],
  "positions_angstrom": [[0.98009, -1.09708, -2.48294], [0.86454, 0.31506, -3.14549], [-0.12053, -1.19545, -1.43662], [-0.27413, 1.07332, -2.39498], [-0.50064, 0.26957, -1.13854], [-2.77210, 0.28191, 1.56758], [0.81544, 0.97338, 1.86152], [0.16018, 2.17359, 2.41459], [1.44828, -0.38915, 4.13900], [-0.43353, -1.62677, 2.70185], [1.93978, -1.50899, 1.88852], [-3.50576, -0.07074, 0.66639], [0.93546, -0.54382, 2.76231], [0.89841, 0.92203, 0.17654], [0.84523, -1.96391, -3.22488], [1.90447, -1.17865, -2.14825], [1.74674, 0.84695, -3.05261], [0.68438, 0.27495, -4.18009], [-0.96471, -1.72161, -1.91862], [0.02892, -1.73286, -0.54996], [-0.02580, 2.06363, -2.23038], [-1.14348, 1.13967, -2.93103], [-1.35324, 0.48683, -0.62683], [-2.88527, -0.21780, 2.61919], [-1.93670, 1.09639, 1.59267], [1.89409, -1.22776, 0.95318], [0.54595, 2.95513, 1.97470], [0.21232, 2.07666, 3.48257], [0.01163, -2.47449, 2.66064]],
  "lowdin_charge": [-0.183, -0.153, -0.216, -0.216, -0.427, -0.162, -0.866, -0.103, -0.352, -0.239, -0.225, -0.054, 0.439, 0.834, 0.123, 0.035, 0.070, 0.076, 0.109, 0.069, 0.065, 0.073, 0.022, 0.090, 0.076, 0.008, 0.000, 0.087, 0.019]
}

---

# 2
{
  "formula": "C43H64BrGeN3ORuS2SiTe",
  "method": "ωB97M-V/def2-TZVPD",
  "e_lumo_ev": [-2.02, -4.61],
  "total_charge": 1,
  "multiplicity": 6,
  "homo_lumo_gap_ev": [7.746, 5.431],
  "s2": 8.77,
  "e_above_lowest_kcal_mol": 0.0,
  "species": ["Ru", "C", "C", "C", "C", "C", "C", "C", "Br", "C", "O", "C", "C", "C", "C", "C", "C", "H", "H", "H", "H", "H", "H", "H", "H", "H", "H", "H", "H", "H", "H", "H", "H", "H", "H", "H", "H", "C", "Si", "C", "C", "C", "C", "C", "C", "N", "C", "S", "H", "H", "H", "H", "H", "H", "H", "H", "H", "H", "H", "H", "Te", "C", "C", "C", "C", "C", "C", "H", "H", "H", "H", "H", "C", "C", "C", "C", "Ge", "C", "C", "C", "C", "H", "H", "H", "H", "H", "H", "H", "H", "H", "H", "H", "H", "H", "H", "H", "H", "H", "H", "H", "N", "C", "S", "N", "C", "C", "C", "C", "C", "C", "H", "H", "H", "H", "H", "H", "H", "H"],
  "positions_angstrom": [[-0.34550, -0.14133, 0.45257], [2.46642, 7.24665, 1.71079], [1.14204, 6.99057, 0.97950], [-0.00584, 7.46915, 1.86810], [1.11600, 7.79836, -0.32494], [1.02739, 5.50350, 0.66034], [0.00684, 4.70172, 1.14729], [0.01856, 3.36113, 0.81937], [-1.38667, 2.25817, 1.49869], [0.97936, 2.71868, 0.03833], [0.96801, 1.40426, -0.13327], [1.96283, 3.55525, -0.54017], [1.96693, 4.89435, -0.17370], [3.03091, 3.08677, -1.54408], [3.03914, 4.03827, -2.75355], [4.40601, 3.12506, -0.86380], [2.81243, 1.68132, -2.11523], [2.57388, 8.30802, 1.93588], [3.32200, 6.94511, 1.10690], [2.50421, 6.69323, 2.65034], [0.11359, 8.53221, 2.07375], [-0.01964, 6.94848, 2.82623], [-0.97388, 7.33388, 1.38482], [1.12531, 8.86519, -0.10514], [0.21806, 7.57587, -0.90238], [1.98077, 7.58199, -0.95106], [-0.78125, 5.09335, 1.77063], [2.75269, 5.51795, -0.57490], [3.22038, 5.07397, -2.48062], [2.08657, 3.99344, -3.28192], [3.82547, 3.73944, -3.44670], [4.68868, 4.13948, -0.58251], [5.17142, 2.73426, -1.53529], [4.40562, 2.51783, 0.04357], [1.80827, 1.55888, -2.51846], [2.97128, 0.89247, -1.38500], [3.52662, 1.53408, -2.92699], [-1.69339, -5.95432, -3.63518], [-1.64955, -5.04576, -2.00567], [-3.23986, -5.36803, -1.08124], [-0.13887, -5.51876, -1.01275], [-1.42103, -3.19807, -2.40765], [-1.05027, -2.78355, -3.68924], [-0.71323, -1.46509, -3.95555], [-0.71601, -0.56191, -2.91004], [-1.07108, -0.92406, -1.68037], [-1.43511, -2.18925, -1.45368], [-1.82769, -2.46298, 0.26653], [-1.83961, -7.01679, -3.44061], [-0.77087, -5.85483, -4.20448], [-2.52140, -5.62143, -4.26124], [-3.55968, -6.39409, -1.26554], [-4.04042, -4.70923, -1.41970], [-3.12919, -5.23651, -0.00573], [-0.21412, -6.53153, -0.61669], [0.01296, -4.83545, -0.17540], [0.75619, -5.46606, -1.63484], [-1.02042, -3.50541, -4.49280], [-0.42247, -1.14833, -4.94576], [-0.41954, 0.47123, -3.03800], [0.34706, -0.51470, 3.06497], [1.15998, -2.40823, 3.41629], [0.83363, -3.51174, 2.63052], [1.33210, -4.76200, 2.95937], [2.16130, -4.91415, 4.06148], [2.50645, -3.81356, 4.83229], [2.00293, -2.56025, 4.51751], [0.19448, -3.39728, 1.76869], [1.07434, -5.61804, 2.35106], [2.54261, -5.89297, 4.31886], [3.15020, -3.93263, 5.69361], [2.24016, -1.71093, 5.14381], [-4.71202, 2.28350, 3.48403], [-4.81877, 1.08279, 2.55501], [-3.89344, -0.05555, 2.96456], [-4.19204, -1.38548, 2.28189], [-3.98012, -1.62049, 0.34526], [-4.28584, -0.37121, -1.12671], [-3.65552, 1.01410, -1.20612], [-4.12967, 1.79500, -2.43312], [-5.54754, 2.33248, -2.28950], [-5.40511, 3.07190, 3.19604], [-3.70519, 2.70293, 3.46877], [-4.93666, 2.00052, 4.51229], [-4.58380, 1.39623, 1.53728], [-5.85035, 0.71787, 2.53473], [-3.98427, -0.19900, 4.04527], [-2.84690, 0.22674, 2.79152], [-5.21960, -1.69416, 2.48951], [-3.54902, -2.17144, 2.68980], [-4.82014, -2.85722, -0.03327], [-5.37851, -0.31051, -1.15151], [-3.99636, -0.95535, -2.00744], [-2.56414, 0.91866, -1.23920], [-3.88863, 1.59733, -0.31481], [-4.06238, 1.15304, -3.31712], [-3.44519, 2.62960, -2.60330], [-6.26232, 1.54114, -2.06232], [-5.88264, 2.81656, -3.20454], [-5.60006, 3.06802, -1.48599], [3.09158, -0.11973, 0.97821], [2.98217, -1.32917, 0.41463], [1.61411, -1.69405, -0.52206], [3.99467, -2.18945, 0.60752], [4.10760, -3.51570, 0.10075], [3.86989, -3.79838, -1.23587], [4.01461, -5.10030, -1.68719], [4.41521, -6.10767, -0.82085], [4.68373, -5.80758, 0.50605], [4.52720, -4.51126, 0.96986], [2.41795, 0.58526, 0.68612], [3.95671, 0.17771, 1.40322], [4.69175, -1.92733, 1.29277], [3.58344, -3.00978, -1.91514], [3.83304, -5.32221, -2.72871], [4.53040, -7.11939, -1.18133], [5.01240, -6.58259, 1.18417], [4.72425, -4.27069, 2.00655]],
  "lowdin_charge": [0.695, -0.041, -0.558, -0.065, -0.041, -0.164, -0.071, -0.518, 0.824, -0.382, -0.373, -0.079, 0.016, -0.522, -0.044, -0.034, -0.057, 0.088, 0.078, 0.091, 0.088, 0.087, 0.088, 0.087, 0.093, 0.077, 0.098, 0.103, 0.072, 0.094, 0.088, 0.084, 0.089, 0.075, 0.077, 0.042, 0.090, -0.178, 0.521, -0.187, -0.155, -0.220, -0.045, -0.025, -0.126, -0.107, -0.718, 0.608, 0.039, 0.034, 0.042, 0.037, 0.018, 0.020, 0.042, -0.001, 0.032, 0.101, 0.115, 0.119, 1.077, -0.635, -0.162, -0.072, -0.075, -0.079, -0.162, 0.013, 0.108, 0.110, 0.109, 0.087, -0.105, -0.281, -0.302, -0.347, 0.796, -0.331, -0.309, -0.262, -0.102, 0.076, 0.044, 0.078, 0.070, 0.117, 0.118, 0.023, 0.071, 0.058, -0.017, 0.065, 0.067, 0.054, 0.063, 0.108, 0.108, 0.065, 0.073, 0.076, 0.100, -0.791, 0.718, 0.080, -0.262, -0.059, -0.074, -0.078, -0.073, -0.028, 0.030, 0.122, 0.157, 0.089, 0.108, 0.106, 0.108, 0.113]
}

---

# 3
{
  "formula": "C5H9NS2",
  "method": "ωB97M-V/def2-TZVPD",
  "e_lumo_ev": -0.32,
  "smiles": "C/C(N)=C/C(=S)CS",
  "total_charge": 0,
  "homo_lumo_gap_ev": 8.016,
  "e_above_lowest_kcal_mol": 13.7,
  "species": ["C", "C", "C", "C", "C", "H", "H", "H", "H", "H", "H", "H", "H", "H", "N", "S", "S"],
  "positions_angstrom": [[-1.16499, 3.02052, -0.75829], [-1.04640, 1.52764, -0.82564], [-0.25999, 0.85770, 0.06326], [-0.01974, -0.55871, 0.19917], [0.54475, -1.03864, 1.52964], [-0.43385, 3.45089, -0.15194], [-1.09209, 3.45936, -1.79511], [-2.11804, 3.34218, -0.37062], [-2.70451, 1.37407, -2.08720], [-1.80339, -0.09102, -1.81264], [0.31996, 1.52821, 0.74216], [0.37710, -2.09021, 1.56235], [0.00890, -0.51389, 2.34554], [2.78192, -1.42542, 0.74493], [-1.84240, 0.91124, -1.77891], [-0.49045, -1.70556, -0.97946], [2.31789, -0.68593, 1.73109]],
  "lowdin_charge": [-0.037, -0.356, -0.141, -0.753, -0.598, 0.053, 0.108, 0.081, 0.116, -0.036, 0.116, 0.034, 0.088, -0.154, 0.113, 0.658, 0.707]
}

---

# 4
{
  "formula": "C23H20N4O2",
  "method": "ωB97M-V/def2-TZVPD",
  "e_lumo_ev": 0.55,
  "smiles": "Cn1cc(C(c2cn(C)c3ccccc23)n2ccc(=O)[nH]c2=O)c2ccccc21",
  "total_charge": 0,
  "homo_lumo_gap_ev": 8.442,
  "e_above_lowest_kcal_mol": 44.9,
  "species": ["N", "C", "O", "N", "C", "O", "C", "C", "H", "H", "H", "C", "N", "C", "C", "C", "C", "C", "N", "C", "C", "C", "C", "C", "C", "C", "C", "C", "C", "C", "C", "C", "H", "H", "H", "H", "H", "H", "H", "H", "H", "H", "H", "H", "H", "H", "H", "H", "H"],
  "positions_angstrom": [[0.20676, -1.74151, 2.20464], [-0.39289, -2.23805, 1.06636], [-1.54670, -2.67320, 1.00895], [0.36242, -2.20028, -0.12371], [1.68170, -1.79252, -0.31667], [2.19182, -1.84639, -1.43774], [2.22656, -1.37219, 0.93575], [1.51755, -1.43229, 2.10191], [-0.13417, -2.55384, -0.92493], [3.24857, -1.04021, 0.92066], [1.93197, -1.20526, 3.07903], [-4.39038, 1.04107, 2.00968], [-3.50347, 0.32681, 2.88360], [-2.53739, -0.53329, 2.51838], [-1.93972, -1.09419, 3.63167], [-0.87617, -2.10552, 3.45764], [-0.20137, -2.50482, 4.69464], [0.06378, -1.72490, 5.80312], [0.67832, -2.48657, 6.75546], [0.93221, -2.07609, 8.10463], [0.86495, -3.78849, 6.27821], [0.30265, -3.83711, 4.97062], [0.01854, -5.07729, 4.38921], [0.35350, -6.23703, 5.09281], [0.84105, -6.17237, 6.41782], [0.99194, -4.92284, 7.07115], [-2.65548, -0.58968, 4.78459], [-3.58826, 0.36179, 4.27224], [-4.67123, 0.88277, 4.96732], [-4.77611, 0.50217, 6.31024], [-3.84831, -0.37863, 6.90375], [-2.82962, -0.98556, 6.11568], [-5.11779, 1.55013, 2.63902], [-3.84277, 1.78418, 1.41874], [-4.92675, 0.38058, 1.31476], [-2.35619, -0.76421, 1.49492], [-1.12922, -2.98156, 2.78913], [-0.15487, -0.68257, 5.96244], [1.33557, -2.93643, 8.64877], [1.64675, -1.24771, 8.11068], [0.01584, -1.73444, 8.60329], [-0.51789, -5.10776, 3.42253], [0.17510, -7.21644, 4.63997], [1.10813, -7.08482, 6.94204], [1.16662, -4.83030, 8.13848], [-5.37858, 1.54129, 4.44428], [-5.60139, 0.92287, 6.91607], [-3.92001, -0.65010, 7.97481], [-2.21425, -1.80281, 6.53202]],
  "lowdin_charge": [0.088, -0.463, 0.020, 0.202, -0.477, 0.043, 0.006, -0.048, 0.157, 0.108, 0.131, -0.012, -0.096, 0.006, -0.092, -0.070, -0.137, -0.023, -0.102, -0.019, -0.156, -0.107, -0.021, -0.091, -0.078, -0.015, -0.110, -0.159, -0.023, -0.101, -0.085, -0.034, 0.066, 0.099, 0.104, 0.121, 0.130, 0.141, 0.079, 0.096, 0.098, 0.120, 0.101, 0.096, 0.095, 0.101, 0.105, 0.102, 0.106]
}